{
  "formula": "C4H15NO2",
  "method": "ωB97M-V/def2-TZVPD",
  "elements": ["C", "C", "C", "N", "C", "H", "H", "H", "H", "H", "H", "H", "H", "H", "H", "H", "H", "H", "O", "H", "H", "O"],
  "coordinates": [[-0.519, 1.968, 0.899], [0.694, 1.581, 0.032], [0.182, 0.697, -1.156], [-0.388, -0.551, -0.651], [-0.914, -1.394, -1.712], [-0.875, 0.987, 1.232], [-1.338, 2.525, 0.280], [-0.305, 2.618, 1.767], [1.409, 1.092, 0.676], [1.136, 2.514, -0.391], [1.032, 0.593, -1.846], [-0.622, 1.341, -1.560], [0.467, -0.943, -0.022], [-1.141, -2.346, -1.161], [-0.191, -1.618, -2.524], [-1.686, -0.851, -2.250], [2.189, -1.332, 0.697], [1.419, -1.645, -0.644], [1.416, -1.287, 1.280], [-1.206, -1.222, 1.852], [0.088, -1.419, 2.456], [-0.846, -1.309, 2.744]],
  "atomic_forces_ev_per_a": [[-0.9, 0.5, -0.8], [-0.9, 1.3, -0.6], [0.2, 2.0, 1.3], [3.8, -0.2, -0.5], [0.7, -1.1, 0.4], [-0.6, 0.6, 0.4], [1.4, -1.1, 1.0], [0.1, -0.5, -0.4], [0.4, -0.3, -0.1], [0.0, -0.8, 0.1], [-0.6, -0.2, -0.3], [0.3, -0.6, -0.5], [-2.3, 0.1, -0.5], [-0.6, 0.7, -1.2], [-0.1, 0.0, 0.4], [-0.7, -0.4, 0.5], [1.2, 0.3, 1.0], [-1.4, 0.7, 2.4], [0.5, -1.0, -2.9], [-0.6, 0.1, 0.2], [-0.5, 0.0, 0.8], [0.7, -0.1, -0.8]],
  "nbo_charge": [-0.61, -0.41, -0.26, -0.57, -0.44, 0.22, 0.19, 0.22, 0.22, 0.20, 0.18, 0.20, 0.37, 0.22, 0.17, 0.21, 0.43, 0.36, -0.92, 0.45, 0.49, -0.95],
  "charge": 0,
  "e_lumo_ev": -3.210,
  "gap_ha": 0.23754,
  "fmax_ha_per_bohr": 0.0738,
  "energy_ha": -366.38158,
  "de_lowest_ev": 7.335,
  "homo_energy_ev": -9.674
}